Entry 1:
C2H6O2 | ωB97M-V/def2-TZVPD

Its energy relative to the best compared isomer or geometry (same formula, charge and spin) is 53.4 kcal per mole. As for the frontier orbital gap (alpha / beta): 0.4417 / 0.1528 Ha. Its max |F| is 0.01008 hartree/bohr.

ORCA input file:
```
! wB97M-V def2-TZVPD RIJCOSX def2/J DEFGRID3
* xyz 1 2
C -0.09 0.49 1.21
O -0.98 -0.29 1.89
H 0.91 -0.06 1.18
H -0.38 0.46 0.16
H 0.06 1.46 1.68
H -1.04 -0.03 2.83
O 1.23 -0.62 -1.43
C 0.37 -0.51 -2.24
H 0.51 -0.90 -3.27
H -0.60 -0.01 -2.02
*
```

Entry 2:
C25H25BF4N3O3Ru | ωB97M-V/def2-TZVPD

As for the frontier orbital gap (alpha / beta): 0.2118 / 0.2390 Ha. Its max |F| is 0.06962 hartree/bohr.

ORCA input file:
```
! wB97M-V def2-TZVPD RIJCOSX def2/J DEFGRID3
* xyz 0 2
Ru -0.95 0.18 -0.78
C 0.34 -2.74 -0.90
N -0.95 -2.22 -0.47
C -1.30 -2.69 0.87
C -2.03 -2.58 -1.40
C -1.79 -2.07 -2.81
N -1.50 -0.65 -2.76
C -1.45 0.07 -3.90
C -1.40 1.49 -3.81
F -1.42 2.05 -2.60
C -1.40 2.32 -4.91
F -1.36 3.63 -4.75
C -1.47 1.79 -6.19
C -1.52 0.41 -6.32
F -1.59 -0.12 -7.53
C -1.51 -0.42 -5.23
F -1.52 -1.73 -5.46
H 0.30 -3.83 -1.07
H 1.08 -2.53 -0.13
H 0.67 -2.25 -1.82
H -1.51 -3.77 0.86
H -2.17 -2.16 1.24
H -0.46 -2.53 1.55
H -2.95 -2.14 -1.02
H -2.15 -3.67 -1.43
H -2.69 -2.26 -3.40
H -0.98 -2.62 -3.29
H -1.48 2.43 -7.06
O 0.73 -0.42 1.04
C 1.55 0.68 1.50
C 1.35 1.92 0.50
O 1.95 2.94 0.77
O 0.59 1.68 -0.50
C 3.00 0.32 1.36
C 3.40 -0.54 0.34
C 4.73 -0.87 0.17
C 5.69 -0.33 1.02
C 5.30 0.56 2.01
C 3.97 0.89 2.19
C 1.06 1.04 2.89
C 0.08 2.02 3.07
C -0.52 2.18 4.31
C -0.16 1.36 5.38
C 0.82 0.39 5.20
C 1.42 0.23 3.96
H 0.01 -0.51 1.67
H 2.65 -0.93 -0.33
H 5.03 -1.54 -0.62
H 6.73 -0.58 0.89
H 6.05 1.00 2.66
H 3.67 1.59 2.95
H -0.21 2.65 2.25
H -1.28 2.94 4.44
H -0.63 1.48 6.34
H 1.11 -0.24 6.03
H 2.18 -0.54 3.82
B -4.59 1.78 1.76
C -3.41 1.07 1.08
N -2.53 0.51 0.57
H -4.48 2.96 1.53
H -4.50 1.62 2.96
H -5.61 1.32 1.30
*
```

Entry 3:
C5H16N2O | ωB97M-V/def2-TZVPD

Its energy relative to the best compared isomer or geometry (same formula, charge and spin) is 101.9 kcal per mole. As for the frontier orbital gap: 0.3262 Ha. As for the SMILES: C[C@@H](N)CN(C)C.O. Its max |F| is 0.10637 hartree/bohr.

ORCA input file:
```
! wB97M-V def2-TZVPD RIJCOSX def2/J DEFGRID3
* xyz 0 1
C 0.03 -2.15 -0.33
C -0.30 -0.80 -0.76
N -1.67 -0.46 -1.22
C -0.12 0.38 0.37
N 1.23 0.08 0.97
C 2.30 0.47 0.14
C 1.43 0.25 2.40
H -0.48 -2.79 -1.04
H 1.11 -2.61 0.01
H -0.33 -2.30 0.70
H 0.56 -0.63 -1.52
H -2.36 -1.25 -0.98
H -1.51 -0.24 -2.27
H -0.49 1.30 -0.03
H -0.95 0.19 1.21
H 2.38 -0.36 -0.63
H 2.15 1.54 -0.26
H 3.34 0.63 0.55
H 0.41 0.85 2.87
H 2.29 0.96 2.57
H 1.68 -0.73 2.69
O -2.56 1.95 -1.31
H -1.94 2.33 -1.90
H -2.32 1.32 -0.63
*
```

Entry 4:
C9H21N3O3Tl | ωB97M-V/def2-TZVPD

Its energy relative to the best compared isomer or geometry (same formula, charge and spin) is 29.3 kcal per mole. As for the frontier orbital gap: 0.0518 Ha. Its max |F| is 0.06342 hartree/bohr.

ORCA input file:
```
! wB97M-V def2-TZVPD RIJCOSX def2/J DEFGRID3
* xyz 3 1
Tl 16.96 13.94 11.09
C 11.83 17.75 13.16
C 13.18 17.56 13.81
O 14.05 16.96 13.25
N 13.25 17.96 15.12
C 14.46 17.94 15.96
H 11.99 18.68 12.61
H 10.95 17.83 13.80
H 11.72 17.01 12.37
H 12.42 18.34 15.55
H 14.17 17.81 17.00
H 15.14 18.77 15.77
H 15.07 17.12 15.56
C 22.32 16.37 9.66
C 21.69 15.73 8.51
O 20.46 15.66 8.52
N 22.37 15.43 7.42
C 21.68 14.99 6.19
H 23.32 16.76 9.44
H 22.59 15.53 10.30
H 21.71 17.22 9.95
H 23.32 15.74 7.26
H 20.69 14.54 6.30
H 22.26 14.25 5.66
H 21.49 15.80 5.49
C 16.72 13.02 17.99
C 17.11 12.31 16.73
O 17.21 12.86 15.67
N 17.48 11.01 16.92
C 17.92 10.20 15.83
H 17.00 12.36 18.82
H 15.67 13.27 18.13
H 17.17 13.97 18.28
H 17.23 10.48 17.75
H 17.68 9.19 16.17
H 19.01 10.23 15.79
H 17.53 10.36 14.83
*
```

Entry 5:
C14H26N2O9P2S4Sr | ωB97M-V/def2-TZVPD

Its energy relative to the best compared isomer or geometry (same formula, charge and spin) is 4.8 kcal per mole. As for the frontier orbital gap: 0.3050 Ha. Its max |F| is 0.01102 hartree/bohr.

ORCA input file:
```
! wB97M-V def2-TZVPD RIJCOSX def2/J DEFGRID3
* xyz 0 1
Sr 0.50 0.99 -0.08
C -2.52 -1.22 0.78
C -1.69 -1.97 1.82
S -0.06 -1.23 2.20
C 1.06 -2.65 2.03
C 2.03 -2.61 0.84
S 1.37 -2.09 -0.76
C -0.07 -3.18 -0.92
C -1.31 -2.50 -1.51
S -1.81 -0.90 -0.85
H -2.75 -0.21 1.13
H -3.47 -1.75 0.65
H -1.54 -3.01 1.54
H -2.26 -1.97 2.75
H 0.45 -3.55 2.01
H 1.65 -2.70 2.94
H 2.50 -3.59 0.74
H 2.83 -1.90 1.04
H -0.30 -3.58 0.07
H 0.20 -4.03 -1.55
H -2.15 -3.20 -1.46
H -1.15 -2.29 -2.57
N -1.89 5.33 -1.51
C -1.12 4.12 -1.05
C -0.16 4.55 0.09
P -0.15 3.55 -2.50
O -1.35 3.40 -3.60
O 0.72 4.67 -2.92
O 0.39 2.19 -2.16
P -2.43 3.04 -0.30
O -3.26 2.48 -1.57
O -3.29 4.02 0.43
O -1.73 1.89 0.36
H -1.24 6.09 -1.73
H -2.55 5.56 -0.76
H -2.41 5.09 -2.36
H -0.30 5.60 0.31
H 0.88 4.41 -0.21
H -0.32 3.98 1.00
H -1.03 3.78 -4.43
H -4.18 2.76 -1.47
N 4.66 1.27 -2.34
C 4.11 1.56 -1.10
C 3.87 0.55 -0.16
C 3.33 0.87 1.07
C 3.01 2.18 1.40
C 3.27 3.19 0.48
C 3.81 2.89 -0.76
S 1.92 2.51 2.78
O 2.42 1.74 3.89
O 0.66 1.96 2.22
O 1.88 3.94 2.92
H 4.48 1.94 -3.06
H 4.54 0.32 -2.66
H 4.12 -0.47 -0.42
H 3.12 0.10 1.81
H 3.02 4.21 0.74
H 3.99 3.68 -1.48
*
```

Entry 6:
C5H11NO | ωB97M-V/def2-TZVPD

Its energy relative to the best compared isomer or geometry (same formula, charge and spin) is 45.1 kcal per mole. As for the frontier orbital gap: 0.3287 Ha. As for the SMILES: C=C/C(N)=C/C.O. Its max |F| is 0.01999 hartree/bohr.

ORCA input file:
```
! wB97M-V def2-TZVPD RIJCOSX def2/J DEFGRID3
* xyz 0 1
C -2.85 -1.14 -1.94
C -2.69 -0.37 -0.87
C -1.40 0.10 -0.34
N -0.29 -0.16 -1.17
C -1.35 0.63 0.89
C -0.11 0.75 1.74
H -2.09 -1.59 -2.56
H -3.88 -1.33 -2.21
H -3.54 -0.15 -0.23
H 0.56 0.22 -0.76
H -0.19 -1.14 -1.38
H -2.30 0.79 1.37
H -0.17 0.11 2.62
H 0.77 0.41 1.19
H -0.01 1.77 2.09
O 6.15 0.27 0.39
H 6.53 0.09 1.26
H 6.85 0.73 -0.08
*
```